Formula: C34H32HgN7O3
Source: OMol25
Level of theory: ωB97M-V/def2-TZVPD

Geometry as XYZ:
```
77
Properties=species:S:1:pos:R:3:lowdin_charge:R:1
Hg -0.144 -0.061 -1.009 1.13
O -1.122 0.651 1.063 -0.24
O 3.462 -1.349 -4.041 -0.12
O 1.989 -0.072 -2.037 -0.24
N 0.849 3.709 -0.447 -0.16
N -1.069 -2.191 -1.684 0.10
N -1.889 -2.296 -6.052 0.09
N -0.123 -2.719 1.612 0.14
N 0.985 0.294 2.011 -0.01
N 1.432 -0.043 0.791 -0.17
N -4.264 -4.864 -3.314 0.08
C -1.106 2.847 -1.814 -0.28
C 0.952 5.053 -1.058 -0.02
C -2.637 1.845 4.773 -0.13
C -0.299 0.651 2.073 -0.54
C -0.587 3.182 -0.444 -0.09
C -1.000 1.528 -2.268 -0.17
C -3.423 -4.085 -3.465 -0.28
C -0.897 -2.833 3.895 -0.04
C -2.143 1.434 3.543 -0.05
C 5.525 -2.020 -1.121 -0.16
C -3.110 -4.288 3.085 -0.12
C 2.106 -1.662 -4.336 -0.10
C -1.663 -2.629 -2.575 -0.21
C -0.793 1.062 3.388 -0.17
C -1.063 -3.119 2.532 -0.32
C 3.036 -0.782 -1.715 -0.33
C -1.493 1.266 -3.552 -0.12
C -0.474 1.523 5.755 -0.14
C -2.389 -3.134 -3.668 -0.30
C -2.082 2.247 -4.336 -0.10
C -2.209 3.544 -3.850 -0.11
C 5.060 -1.974 -2.435 -0.07
C 2.699 -0.504 0.780 -0.15
C -2.110 -2.669 -4.979 -0.28
C 3.469 -0.933 -0.351 -0.18
C -1.721 3.836 -2.585 -0.09
C -2.195 -3.849 2.143 -0.05
C 3.830 -1.391 -2.712 -0.26
C 0.029 1.113 4.535 -0.07
C 4.731 -1.522 -0.104 -0.11
C -1.813 1.903 5.893 -0.15
C -2.937 -4.012 4.437 -0.15
C -1.824 -3.272 4.826 -0.12
C 1.834 2.767 -1.071 0.00
H -0.595 2.285 0.188 0.08
H 1.744 -2.470 -3.693 0.09
H -2.688 4.314 -4.444 0.09
H -3.979 -4.847 2.756 0.09
H 1.453 -0.803 -4.201 0.07
H -1.166 3.971 0.040 0.13
H 1.817 1.816 -0.541 0.06
H -2.782 1.374 2.671 0.10
H -0.047 -2.234 4.202 0.11
H -3.662 -4.348 5.169 0.08
H 0.180 1.549 6.622 0.08
H 1.560 2.590 -2.107 0.10
H -2.348 -4.058 1.090 0.10
H -1.430 0.260 -3.956 0.08
H 3.175 -0.594 1.756 0.09
H -2.460 1.994 -5.320 0.10
H 0.469 -1.944 1.871 0.05
H -1.681 -3.023 5.871 0.09
H 0.641 4.972 -2.095 0.09
H 2.085 -1.994 -5.375 0.08
H 2.824 3.217 -1.003 0.10
H 5.065 -1.591 0.927 0.09
H -1.836 4.841 -2.183 0.10
H -2.203 2.216 6.855 0.07
H 0.300 5.746 -0.530 0.10
H 1.985 5.389 -1.007 0.09
H 1.093 3.779 0.540 0.17
H -0.427 -2.679 0.651 0.04
H 6.489 -2.464 -0.899 0.07
H 5.632 -2.388 -3.258 0.09
H -3.683 2.120 4.865 0.08
H 1.066 0.820 4.429 0.09
```

Computed properties:
- HOMO-LUMO gap (alpha / beta) (eV) = 2.42 / 4.91
- HOMO (alpha / beta) (eV) = 1.105 / -1.417
- net charge = -2
- spin multiplicity = 2
- <S²> = 0.822
- LUMO energy (alpha / beta) (hartree) = 0.1295 / 0.1285

=====

Formula: C46H47AsN4PS4SiTa
Source: OMol25
Level of theory: ωB97M-V/def2-TZVPD

Geometry as XYZ:
```
105
Properties=species:S:1:pos:R:3:lowdin_charge:R:1
Ta -1.020 0.205 -0.151 1.27
As -3.223 1.986 -4.848 -0.02
S -2.146 1.238 -1.941 -0.05
S -3.526 3.696 -3.654 -0.28
S -0.961 0.783 -3.459 0.05
S -4.696 0.677 -4.101 -0.30
P 1.479 -0.524 -1.725 1.04
Si 0.149 2.343 0.826 0.59
N -3.332 1.382 0.823 -0.26
N -2.318 -2.223 -0.843 -0.24
N 1.206 -1.338 1.186 0.05
N -1.888 -0.808 1.507 -0.11
C 2.518 -1.586 0.672 -0.34
C 1.490 -1.774 -3.064 -0.39
C 4.805 2.726 0.183 -0.08
C 2.048 2.488 0.639 -0.33
C -3.875 1.350 4.518 -0.08
C 4.069 -1.620 -1.140 -0.08
C 1.735 2.123 -2.563 -0.18
C 1.036 -2.359 -5.352 -0.05
C -3.839 1.791 3.204 -0.02
C 1.692 -3.123 -2.774 -0.12
C 4.739 -2.454 1.010 -0.07
C -3.735 -2.383 -1.159 -0.06
C -1.371 -4.988 1.484 -0.07
C -4.451 0.611 0.279 -0.08
C 2.266 3.165 -3.301 -0.07
C 3.402 2.971 -4.066 -0.07
C -2.568 -0.166 2.534 -0.24
C 1.258 -3.694 -5.062 -0.07
C 2.311 0.858 -2.611 -0.36
C -1.938 -2.934 0.352 -0.21
C 2.805 -1.282 -0.661 -0.29
C 1.589 -4.074 -3.772 -0.08
C -1.338 4.059 4.313 -0.08
C 1.151 -1.403 -4.361 -0.13
C 2.954 1.594 1.202 -0.12
C -1.521 -2.609 -2.006 -0.11
C -0.309 2.641 2.645 -0.34
C 3.421 0.660 -3.428 -0.09
C -1.143 -2.889 2.620 -0.07
C 5.023 -2.196 -0.321 -0.07
C -0.954 3.819 3.008 -0.13
C 3.976 1.714 -4.129 -0.07
C -1.057 3.129 5.297 -0.09
C -3.215 1.053 2.216 -0.22
C -1.799 -4.311 0.355 -0.01
C -3.343 0.115 4.822 -0.09
C -0.041 1.716 3.649 -0.12
C -3.542 2.796 0.533 -0.09
C -1.681 -2.186 1.530 -0.26
C 2.571 3.530 -0.124 -0.14
C 4.315 1.702 0.975 -0.08
C -1.016 -4.266 2.609 -0.07
C -2.710 -0.631 3.845 -0.02
C -0.394 1.960 4.963 -0.09
C 3.928 3.651 -0.353 -0.08
C 3.484 -2.152 1.498 -0.03
H 4.999 0.992 1.419 0.10
H -2.036 -4.863 -0.543 0.12
H 0.839 2.285 -1.981 0.04
H 1.948 -3.430 -1.768 0.11
H -0.323 3.576 0.142 -0.01
H -4.343 -2.271 -0.262 0.09
H -0.785 -2.343 3.480 0.11
H -4.342 2.709 2.952 0.11
H -4.025 -1.626 -1.891 0.07
H 5.866 2.811 -0.003 0.10
H -0.477 -2.720 -1.715 0.06
H -4.503 0.741 -0.801 0.05
H 3.229 -2.373 2.528 0.12
H -5.399 0.934 0.724 0.11
H -4.306 -0.439 0.513 0.06
H -1.304 -6.062 1.476 0.10
H -0.157 1.240 5.733 0.11
H -2.362 -1.608 4.123 0.08
H 1.765 -5.115 -3.538 0.11
H -1.854 4.975 4.561 0.11
H -4.565 3.103 0.774 0.10
H 5.993 -2.455 -0.719 0.11
H -0.631 -4.772 3.482 0.11
H -2.836 3.408 1.088 0.07
H 3.822 3.790 -4.631 0.11
H -3.416 -0.283 5.823 0.11
H 0.673 -2.207 1.188 0.07
H 2.593 0.805 1.843 0.07
H 3.843 -0.322 -3.567 0.09
H -3.936 -3.377 -1.579 0.10
H 1.784 4.129 -3.279 0.12
H 0.756 -2.057 -6.349 0.11
H -1.600 -1.829 -2.765 0.05
H 4.307 4.468 -0.949 0.11
H 4.322 -1.461 -2.173 0.09
H 4.848 1.547 -4.746 0.11
H -1.857 -3.543 -2.471 0.10
H 1.897 4.260 -0.546 0.09
H -3.395 2.967 -0.533 0.03
H -1.343 3.319 6.320 0.10
H 1.272 -1.041 2.160 0.08
H -1.150 4.561 2.247 0.09
H 1.183 -4.438 -5.839 0.11
H 0.460 0.789 3.400 0.08
H 0.966 -0.366 -4.594 0.05
H 5.476 -2.906 1.658 0.11
H -4.365 1.940 5.276 0.11
```

Computed properties:
- HOMO-LUMO gap (alpha / beta) (eV) = 4.23 / 4.23
- HOMO (alpha / beta) (eV) = -6.008 / -6.008
- net charge = 0
- LUMO energy (alpha / beta) (hartree) = -0.0652 / -0.0653

=====

Formula: C9H14
Source: OMol25
Level of theory: ωB97M-V/def2-TZVPD

Geometry as XYZ:
```
23
Properties=species:S:1:pos:R:3:lowdin_charge:R:1
C 1.282 -2.139 -1.007 -0.16
C 1.885 -2.487 0.377 -0.16
C 0.198 1.219 0.845 0.00
C -1.068 1.458 -1.651 -0.02
C -2.082 0.959 1.965 0.01
C -1.816 1.298 -0.503 0.05
C -1.204 1.105 0.767 -0.16
C 0.312 1.375 -1.602 0.06
C 0.914 1.452 -0.294 0.02
H 2.072 -1.571 -1.482 0.06
H -3.009 1.471 1.716 0.10
H 0.970 -3.029 -1.549 0.07
H 0.604 1.096 1.833 0.13
H 0.303 -1.686 -0.810 0.05
H -2.247 -0.083 2.258 0.12
H -1.663 1.386 2.877 0.11
H 2.944 -2.679 0.273 0.06
H 1.978 1.646 -0.229 0.13
H 1.711 -1.762 1.173 0.05
H -1.539 1.668 -2.601 0.13
H 0.884 1.420 -2.516 0.14
H -2.896 1.307 -0.600 0.14
H 1.465 -3.423 0.758 0.07
```

Computed properties:
- HOMO-LUMO gap (alpha / beta) (eV) = 10.13 / 6.29
- HOMO (alpha / beta) (eV) = -14.574 / -14.599
- net charge = +1
- spin multiplicity = 2
- <S²> = 0.768
- LUMO energy (alpha / beta) (hartree) = -0.1634 / -0.3053

=====

Formula: C18H17ClN2O4
Source: OMol25
Level of theory: ωB97M-V/def2-TZVPD

Geometry as XYZ:
```
42
Properties=species:S:1:pos:R:3:lowdin_charge:R:1
Cl -2.520 -0.412 1.798 0.73
O -0.226 2.034 -0.694 0.12
O 0.744 -4.267 -0.142 0.05
O 1.917 0.468 -2.394 0.09
O 4.278 1.686 1.669 -0.13
N -0.653 -0.195 -0.545 0.15
N 2.349 0.939 -0.228 -0.05
C -3.079 2.316 -1.093 -0.01
C 0.101 -3.112 -0.447 -0.26
C -5.171 1.961 0.015 -0.07
C -4.574 1.028 0.844 -0.10
C -1.005 1.122 -0.516 -0.42
C -1.257 -3.338 -0.430 -0.03
C 4.580 1.727 0.290 -0.18
C 3.351 0.668 1.955 -0.19
C 0.624 -0.678 -0.777 -0.15
C 2.041 0.863 1.179 -0.12
C -4.422 2.611 -0.953 -0.07
C -3.229 0.728 0.690 -0.58
C 3.321 1.966 -0.544 -0.10
C 0.947 -1.982 -0.729 0.05
C -2.465 1.358 -0.289 -0.15
C -0.184 -5.210 0.071 -0.12
C -1.435 -4.699 -0.094 -0.06
C 1.668 0.327 -1.215 -0.44
H 0.161 -6.191 0.329 0.12
H -2.051 -2.658 -0.666 0.10
H 1.981 -2.245 -0.899 0.14
H 3.170 0.712 3.030 0.13
H 1.563 1.798 1.496 0.14
H 5.050 0.780 -0.016 0.13
H -2.473 2.820 -1.830 0.12
H 5.291 2.543 0.159 0.13
H -1.358 -0.889 -0.341 0.07
H -6.219 2.186 0.135 0.11
H 2.895 2.947 -0.306 0.14
H -4.881 3.349 -1.591 0.11
H 3.535 1.911 -1.612 0.13
H 3.779 -0.314 1.697 0.13
H 1.367 0.028 1.374 0.13
H -5.145 0.532 1.614 0.10
H -2.365 -5.219 0.006 0.10
```

Computed properties:
- HOMO-LUMO gap (eV) = 8.07
- HOMO (eV) = -7.923
- net charge = 0
- structure (SMILES) = O=C(N/C(=C\c1ccco1)C(=O)N1CCOCC1)c1ccccc1Cl
- LUMO energy (hartree) = 0.0054

=====

Formula: C3H7NO2
Source: OMol25
Level of theory: ωB97M-V/def2-TZVPD

Geometry as XYZ:
```
13
Properties=species:S:1:pos:R:3:lowdin_charge:R:1
O 1.336 1.366 -1.026 0.12
O 1.236 -0.829 -1.595 0.11
N -1.245 -1.078 -0.430 0.06
C -0.255 0.233 1.476 -0.03
C -0.398 0.035 -0.117 -0.35
C 0.848 0.128 -0.992 -0.53
H 0.080 -0.623 2.064 0.07
H -1.171 0.692 1.928 0.09
H 2.183 1.275 -1.506 0.14
H 0.364 1.090 1.617 0.05
H -0.816 1.023 -0.483 0.15
H -0.987 -1.587 -1.249 0.07
H -1.175 -1.725 0.312 0.05
```

Computed properties:
- HOMO-LUMO gap (eV) = 10.12
- HOMO (eV) = -9.415
- net charge = 0
- structure (SMILES) = C[C@H](N)C(=O)O
- LUMO energy (hartree) = 0.0261

=====

Formula: C40H48N7OPd
Source: OMol25
Level of theory: ωB97M-V/def2-TZVPD

Geometry as XYZ:
```
97
Properties=species:S:1:pos:R:3:lowdin_charge:R:1
Pd 0.018 -0.106 -0.188 1.02
O 1.223 1.822 4.066 0.17
N -2.079 2.188 2.908 0.08
N 1.113 1.622 -0.271 0.04
N -1.011 -1.866 -0.230 0.01
N -1.271 0.667 1.565 -0.02
N -1.388 0.733 -1.411 0.00
N 1.578 -1.030 0.782 0.02
N 1.792 2.302 1.853 0.24
C -3.365 1.150 -2.479 -0.11
C -2.257 -2.056 -0.747 -0.19
C 0.549 -3.248 1.056 0.08
C 4.073 4.550 1.649 -0.07
C -1.352 2.005 -1.925 -0.21
C -1.165 0.213 2.845 -0.15
C 3.632 -1.500 1.702 -0.10
C -2.583 2.287 -2.600 -0.11
C -4.729 0.910 -3.025 -0.18
C 3.185 -3.922 2.497 -0.18
C 2.058 4.888 -1.800 -0.18
C -1.641 -5.416 0.732 -0.18
C 5.044 -1.079 3.713 -0.06
C 5.024 -1.307 2.198 -0.18
C -2.693 -3.410 -0.486 -0.11
C 3.225 0.781 0.740 0.14
C -2.592 0.201 -1.738 -0.19
C -2.115 -5.469 2.189 -0.07
C -3.858 -4.443 -2.423 -0.07
C -0.271 2.885 -1.812 0.07
C 2.820 -0.510 1.042 -0.22
C -1.667 1.155 3.693 -0.10
C -0.644 -3.037 0.379 -0.19
C -3.011 -1.107 -1.421 0.08
C 1.580 -2.321 1.239 -0.18
C 4.165 3.776 0.331 -0.17
C -2.409 3.600 -4.726 -0.07
C 2.410 4.600 -3.264 -0.07
C 2.460 -4.112 3.836 -0.07
C 0.883 2.678 -1.066 -0.19
C 2.868 3.180 -0.080 -0.09
C 2.283 1.915 0.539 -0.40
C -1.823 1.859 1.631 -0.19
C -1.678 -4.022 0.205 -0.12
C -2.919 3.569 -3.283 -0.18
C 1.981 3.640 -0.983 -0.12
C 1.534 1.950 2.957 -0.32
C -3.972 -4.009 -0.958 -0.18
C 2.838 -2.625 1.848 -0.12
C -4.681 0.131 -4.344 -0.07
H 5.047 4.963 1.897 0.08
H -4.800 -4.862 -2.767 0.08
H -1.480 -4.856 2.824 0.07
H -1.741 1.171 4.760 0.12
H -3.081 -5.196 -2.535 0.08
H -5.327 0.354 -2.297 0.11
H -4.002 3.704 -3.290 0.11
H 4.411 -0.235 3.976 0.08
H 5.483 -0.456 1.697 0.10
H -3.605 -3.594 -3.054 0.07
H -4.212 -4.878 -0.345 0.11
H 4.254 1.046 0.910 0.11
H -5.219 1.870 -3.199 0.11
H -2.651 4.556 -5.183 0.08
H -4.785 -3.289 -0.850 0.11
H -2.487 4.406 -2.730 0.11
H 2.765 -5.053 4.287 0.08
H 3.406 4.168 -3.335 0.08
H 2.393 5.523 -3.840 0.08
H -0.749 -0.751 3.062 0.10
H -2.493 3.048 3.231 0.16
H 1.100 5.411 -1.751 0.12
H 1.703 3.902 -3.708 0.07
H -2.291 -6.046 0.123 0.11
H -0.357 3.825 -2.331 0.10
H -2.090 -6.492 2.554 0.08
H -0.629 -5.820 0.665 0.11
H 2.704 -3.309 4.528 0.07
H -3.133 -5.097 2.269 0.08
H -4.136 0.693 -5.098 0.07
H -4.001 -1.395 -1.739 0.11
H -5.691 -0.048 -4.703 0.08
H 1.381 -4.127 3.701 0.06
H 2.916 -4.749 1.833 0.12
H 5.625 -2.188 1.964 0.12
H 2.812 5.555 -1.380 0.11
H 3.361 5.366 1.560 0.08
H 3.754 3.902 2.462 0.06
H -2.875 2.810 -5.310 0.07
H 4.260 -3.964 2.665 0.11
H 4.511 4.445 -0.458 0.12
H 6.057 -0.877 4.051 0.08
H 0.711 -4.235 1.454 0.10
H -2.059 2.476 0.785 0.12
H -4.180 -0.826 -4.209 0.07
H 4.908 2.985 0.443 0.11
H -1.331 3.459 -4.758 0.07
H 4.679 -1.959 4.235 0.06
```

Computed properties:
- HOMO-LUMO gap (alpha / beta) (eV) = 5.04 / 5.09
- HOMO (alpha / beta) (eV) = -9.726 / -9.801
- net charge = +1
- LUMO energy (alpha / beta) (hartree) = -0.1720 / -0.1730

=====

Formula: C4H12N2O2
Source: OMol25
Level of theory: ωB97M-V/def2-TZVPD

Geometry as XYZ:
```
20
Properties=species:S:1:pos:R:3:lowdin_charge:R:1
O 0.527 -0.488 -0.473 -0.31
O -1.755 -0.745 0.725 -0.12
N -0.969 1.708 0.212 0.14
N 1.224 2.212 -0.447 0.14
C 0.187 -1.683 1.804 -0.05
C 0.036 -0.485 -1.782 -0.21
C -0.711 -1.444 0.609 -0.42
C 0.339 1.468 0.253 -0.28
H 1.177 -2.015 1.491 0.07
H 0.169 -1.466 -2.257 0.08
H -1.038 -0.238 -1.815 0.08
H -1.515 0.872 0.560 0.08
H 0.273 -0.780 2.411 0.07
H -0.270 -2.456 2.427 0.08
H 0.580 0.244 -2.403 0.07
H 2.179 1.893 -0.423 0.11
H 0.934 2.571 -1.345 0.11
H -1.339 2.119 -0.635 0.11
H -0.748 -2.315 -0.070 0.13
H 0.719 1.026 1.160 0.13
```

Computed properties:
- HOMO-LUMO gap (eV) = 9.33
- HOMO (eV) = -8.620
- net charge = 0
- LUMO energy (hartree) = 0.0262

=====

Formula: C20H28IrN3OSi
Source: OMol25
Level of theory: ωB97M-V/def2-TZVPD

Geometry as XYZ:
```
54
Properties=species:S:1:pos:R:3:lowdin_charge:R:1
Ir -0.228 -0.696 0.639 1.47
Si 3.252 -1.102 0.246 0.53
O -0.830 0.704 -0.594 -0.16
N -0.190 -0.487 2.755 0.03
N -0.501 -1.850 -0.988 -0.03
N 1.420 -1.154 -0.322 -0.05
C -0.256 -0.393 3.902 -0.09
C -1.148 1.932 -0.325 -0.27
C 3.571 -2.891 0.594 -0.14
C -1.998 3.020 -3.776 -0.02
C -1.426 -2.412 -1.734 -0.23
C -2.431 4.844 -2.231 -0.01
C -2.867 -2.312 -1.392 0.03
C -1.828 -0.206 5.814 -0.05
C -2.423 4.326 -3.523 0.02
C -2.013 4.058 -1.181 0.03
C 4.170 -0.391 -1.188 -0.14
C -1.584 2.225 -2.735 0.02
C 1.339 -2.634 -2.361 0.09
C -0.365 -0.303 5.344 -0.16
C -1.582 2.731 -1.415 -0.16
C -1.056 2.460 1.064 0.02
C 3.202 -0.014 1.737 -0.17
C 0.845 -1.931 -1.262 -0.36
C -0.963 -3.157 -2.860 0.09
C 0.383 -3.258 -3.162 0.04
H 0.696 -3.818 -4.033 0.15
H 4.091 -0.971 -2.107 0.04
H -1.825 -0.141 6.900 0.10
H 4.558 -2.963 1.063 0.07
H -2.753 4.946 -4.346 0.14
H -3.046 -1.639 -0.557 0.08
H 2.570 -0.404 2.535 0.01
H -1.995 2.642 -4.789 0.13
H -2.395 -1.088 5.524 0.09
H -3.246 -3.305 -1.138 0.12
H 2.904 1.010 1.504 0.05
H 3.890 0.642 -1.397 0.05
H -2.758 5.860 -2.056 0.13
H -0.408 3.338 1.077 0.13
H -2.045 2.779 1.400 0.12
H -2.311 0.686 5.421 0.09
H 4.219 0.036 2.139 0.07
H -1.702 -3.645 -3.482 0.15
H 0.225 0.566 5.651 0.15
H -1.251 1.214 -2.925 0.12
H 0.133 -1.191 5.745 0.15
H 2.397 -2.674 -2.581 0.13
H 2.854 -3.332 1.289 0.05
H -3.436 -1.970 -2.258 0.12
H 5.229 -0.391 -0.907 0.07
H -0.665 1.735 1.771 0.03
H -2.026 4.470 -0.181 0.13
H 3.604 -3.502 -0.309 0.05
```

Computed properties:
- HOMO-LUMO gap (alpha / beta) (eV) = 6.24 / 5.41
- HOMO (alpha / beta) (eV) = -17.755 / -17.755
- net charge = +3
- spin multiplicity = 2
- <S²> = 0.800
- LUMO energy (alpha / beta) (hartree) = -0.4233 / -0.4536

=====

Calculated electronic energy in order - -56522.585, -177322.001, -9550.922, -42634.082, -8809.476, -58213.041, -11416.094, -38400.812 eV